A structure of composition C17H24Cl2O5PbS. Source: OMol25; level of theory: ωB97M-V with the def2-TZVPD basis set.

The geometry in ORCA input format:
```
! RIJCOSX wB97M-V def2-TZVPD def2/J DEFGRID3
* xyz -2 1
C -2.60247 -0.74236 -2.99813
C -1.87971 -1.96992 -3.00656
C -0.61394 -1.73016 -3.60640
C -2.34031 -3.28299 -2.52133
C -0.55648 -0.36511 -3.99103
C -1.78906 0.24883 -3.62286
C -2.18212 1.64312 -3.79696
C -3.96967 -0.53564 -2.50204
C 0.45010 -2.72469 -3.83498
C 0.60268 0.25719 -4.64664
Pb 0.52201 -1.55962 0.35158
Cl 1.07927 -3.92434 0.08312
Cl -2.26711 -1.12238 0.35547
O 1.04508 0.04553 -1.39000
H -3.31934 -3.17508 -2.04581
H -1.63125 -3.69778 -1.78889
H -2.41217 -3.98968 -3.36292
H 0.48087 -3.45670 -3.01581
H 1.41720 -2.21085 -3.89232
H 0.28596 -3.26282 -4.78376
H 1.45707 0.25964 -3.95292
H 0.34771 1.28860 -4.90792
H 0.87944 -0.30630 -5.55290
H -1.45639 2.14615 -4.45457
H -2.18056 2.14016 -2.69642
H -3.19164 1.68182 -4.25701
H -4.13577 -1.15293 -1.61255
H -4.69537 -0.79943 -3.28884
H -4.11585 0.51153 -2.21369
H 0.48535 0.86192 -1.42121
O -2.06989 2.42355 -1.20430
H -1.92870 1.61121 -0.71538
C 4.06592 1.35041 7.32332
C 3.12360 1.34317 6.15680
C 1.81842 1.80178 6.31768
C 0.93135 1.83459 5.24168
C 1.39187 1.42369 3.99560
C 2.68595 0.92313 3.80775
C 3.54797 0.90426 4.89650
S 0.31209 1.51328 2.56197
O -1.04556 1.61155 3.03768
O 0.81425 2.52628 1.66057
O 0.69326 0.12268 2.14184
H 4.24384 2.36987 7.68932
H 3.66868 0.77314 8.16768
H 5.02777 0.92081 7.03430
H 1.52148 2.14825 7.30281
H -0.09414 2.18120 5.32765
H 2.99885 0.57452 2.82634
H 4.57948 0.56690 4.80451
*
```

* DFT total energy: -69383.2652 eV
* E_LUMO (spin up / spin down): 3.3 / 3.3 eV
* E_HOMO (spin up / spin down): -0.0584 / -0.0585 Ha
* energy above the lowest of the compared OMol25 structures with the same formula, charge and spin: 0.000 eV
* HOMO-LUMO gap (spin up / spin down): 4.91 / 4.88 eV
* largest force on an atom: 4.33 eV/A

A structure of composition C17H24F3IrNO6S4. Source: OMol25; level of theory: ωB97M-V with the def2-TZVPD basis set.

The geometry in ORCA input format:
```
! RIJCOSX wB97M-V def2-TZVPD def2/J DEFGRID3
* xyz 0 2
Ir -0.05917 -0.29679 0.36896
C -0.49426 -2.21339 3.60503
C -0.25164 -0.74367 3.88551
S -0.98027 0.43038 2.70005
C -2.74766 -0.00770 2.63786
C -3.22966 -1.21904 1.84944
S -2.41639 -1.48032 0.23494
C -2.10127 -3.28016 0.27816
C -1.33070 -3.83666 1.46836
S 0.10430 -2.76681 1.96293
H -1.54968 -2.45069 3.69590
H 0.05577 -2.80354 4.33775
H 0.81293 -0.51160 3.85325
H -0.63597 -0.50115 4.87693
H -3.18789 0.89192 2.20975
H -3.08820 -0.09028 3.67142
H -4.28656 -1.07176 1.62930
H -3.12463 -2.14277 2.41194
H -1.55267 -3.44887 -0.64806
H -3.07390 -3.76667 0.20373
H -0.87898 -4.78757 1.19121
H -1.96078 -3.99779 2.33805
N -0.19063 -0.34997 -1.91463
C 0.75735 0.49867 -2.62396
C 0.98645 0.30246 -3.98105
C 1.85095 1.14332 -4.66993
C 2.47919 2.16472 -3.98571
C 2.27975 2.37213 -2.63461
C 1.41100 1.52916 -1.95594
S 3.66754 3.23427 -4.88398
O 3.95589 4.31635 -3.96570
O 2.94624 3.61337 -6.08169
O 4.76999 2.31027 -5.09824
H -1.09534 0.16252 -1.87038
H -0.34979 -1.19672 -2.45032
H 0.47390 -0.49723 -4.50825
H 2.03025 1.02201 -5.72905
H 2.79003 3.19022 -2.14590
H 1.22921 1.66923 -0.89804
F -2.47949 4.06591 0.52982
C -3.13629 3.05034 -0.03487
F -3.96773 2.53668 0.91961
F -3.90138 3.53209 -1.00600
C -2.18577 1.91464 -0.51929
O -2.53592 1.29391 -1.51896
O -1.19572 1.73449 0.24473
C 2.39835 1.19983 2.06139
O 2.61317 -0.21277 1.90702
C 1.89993 -0.83629 1.01229
C 2.69328 -1.88775 0.31637
H 2.75730 1.47780 3.04916
H 1.34307 1.45702 1.95416
H 2.96710 1.72916 1.29865
H 3.65699 -1.46256 0.03237
H 2.16843 -2.23277 -0.57100
H 2.88995 -2.74960 0.95955
*
```

* DFT total energy: -86122.4993 eV
* E_LUMO (spin up / spin down): -1.7 / -1.8 eV
* E_HOMO (spin up / spin down): -0.2620 / -0.2620 Ha
* energy above the lowest of the compared OMol25 structures with the same formula, charge and spin: 3.505 eV
* HOMO-LUMO gap (spin up / spin down): 5.45 / 5.31 eV
* expectation value of S²: 0.76
* largest force on an atom: 3.73 eV/A

A structure of composition C17H24F5HgN3O2Ta. Source: OMol25; level of theory: ωB97M-V with the def2-TZVPD basis set.

The geometry in ORCA input format:
```
! RIJCOSX wB97M-V def2-TZVPD def2/J DEFGRID3
* xyz 2 2
N 1.07243 1.18444 -1.19790
C 1.38267 1.91165 -2.17755
O 1.64879 2.62436 -3.07547
Hg 2.63367 -0.04245 2.25153
Ta -0.04132 0.29989 0.15235
N 1.24160 -1.10599 0.98537
N -1.21113 -0.31389 -1.26887
C 2.01502 -2.20931 0.30246
C -1.44546 -0.52257 -2.70511
C 2.69845 -3.07670 1.36943
C 1.10275 -3.12676 -0.50965
C 3.03157 -1.54688 -0.61338
C -1.90608 0.80842 -3.29597
C -2.51215 -1.60000 -2.90349
C -0.14780 -0.94728 -3.36648
H 3.39227 -2.50838 2.00511
H 3.29509 -3.85098 0.86477
H 1.95685 -3.56437 2.01431
H 0.42673 -3.70705 0.13150
H 1.74690 -3.84760 -1.04085
H 0.51321 -2.58687 -1.26150
H 2.55037 -0.89210 -1.35547
H 3.60108 -2.33133 -1.13971
H 3.75875 -0.93543 -0.05738
H -2.84860 1.12978 -2.84023
H -2.05956 0.68523 -4.37825
H -1.15112 1.58723 -3.13330
H -3.49565 -1.25861 -2.56174
H -2.24107 -2.51759 -2.36847
H -2.58751 -1.83224 -3.97449
H -0.33927 -1.05864 -4.44637
H 0.19360 -1.91714 -2.98671
H 0.64236 -0.20307 -3.23357
C 0.11431 -1.62518 1.83972
H -0.73324 -0.87263 1.86850
H -0.26563 -2.59860 1.50737
H 0.44530 -1.74032 2.88871
C -2.43673 -0.10715 -0.42133
H -2.18079 0.40558 0.55381
H -3.15567 0.54677 -0.93957
H -2.94136 -1.05979 -0.19754
F -0.40990 5.74960 5.01096
C -0.46059 4.73176 4.13202
C -0.09945 3.44580 4.55311
F 0.29668 3.23998 5.82697
C -0.14700 2.40420 3.65429
F 0.19317 1.14132 4.04449
C -0.48854 2.65143 2.30961
O -0.37916 1.67575 1.39415
C -0.89161 3.94219 1.90518
F -1.25468 4.15418 0.61503
C -0.87352 4.97102 2.81989
F -1.24905 6.21631 2.44971
*
```

* DFT total energy: -45880.8158 eV
* E_LUMO (spin up / spin down): -7.7 / -9.3 eV
* E_HOMO (spin up / spin down): -0.5528 / -0.5527 Ha
* energy above the lowest of the compared OMol25 structures with the same formula, charge and spin: 0.323 eV
* HOMO-LUMO gap (spin up / spin down): 7.30 / 5.79 eV
* expectation value of S²: 0.75
* largest force on an atom: 3.39 eV/A

A structure of composition C17H24F5KN3OSV. Source: OMol25; level of theory: ωB97M-V with the def2-TZVPD basis set.

The geometry in ORCA input format:
```
! RIJCOSX wB97M-V def2-TZVPD def2/J DEFGRID3
* xyz 2 1
N -1.42818 -0.51422 0.37434
C -2.83973 -2.57153 0.23998
O -3.50636 -2.77711 1.16669
K -3.34431 -0.35216 2.12565
V 0.11605 -0.02650 0.25293
N 0.37824 1.67444 -0.55593
N 1.24272 -1.06963 -0.85862
C -0.08457 2.14819 -1.87479
C 0.95405 -2.30002 -1.59997
C -0.27037 3.66067 -1.90020
C 0.92104 1.76336 -2.95952
C -1.42441 1.48663 -2.17063
C 0.65060 -3.41187 -0.59939
C 2.12733 -2.74067 -2.47721
C -0.26361 -2.05805 -2.48487
H -0.97218 3.97785 -1.12393
H -0.69236 3.93837 -2.87384
H 0.67012 4.19935 -1.78208
H 1.86152 2.30745 -2.83006
H 0.48661 2.01243 -3.94142
H 1.14119 0.68736 -2.92967
H -1.31446 0.39755 -2.25096
H -1.81369 1.86818 -3.12010
H -2.15125 1.69822 -1.38023
H 1.52961 -3.58637 0.02895
H 0.42263 -4.33433 -1.14463
H -0.19647 -3.16615 0.05151
H 2.98865 -3.04810 -1.87305
H 2.43719 -1.94507 -3.16665
H 1.80970 -3.60535 -3.07080
H -0.46184 -2.96267 -3.07367
H -0.06690 -1.23636 -3.18923
H -1.15998 -1.81449 -1.89971
C 1.33299 2.49442 0.17366
H 1.40309 2.13591 1.21399
H 2.35980 2.46890 -0.23868
H 1.00827 3.54396 0.20504
C 2.64364 -0.79410 -0.57172
H 2.75148 -0.01910 0.20050
H 3.16337 -1.69318 -0.19677
H 3.16808 -0.43618 -1.47507
F -3.39199 0.86247 6.20351
C -2.30938 0.59771 5.43852
C -1.56737 1.65087 4.89930
F -1.92990 2.92475 5.16216
C -0.52555 1.38142 4.01771
F 0.09617 2.43185 3.41485
C -0.20458 0.06617 3.63902
S 0.94568 -0.27243 2.37443
C -0.95857 -0.97341 4.21685
F -0.87066 -2.22760 3.65748
C -2.00354 -0.71712 5.10168
F -2.85760 -1.72470 5.45462
*
```

* DFT total energy: -90952.1792 eV
* E_LUMO (spin up / spin down): -10.9 / -10.9 eV
* E_HOMO (spin up / spin down): -0.5549 / -0.5548 Ha
* energy above the lowest of the compared OMol25 structures with the same formula, charge and spin: 0.000 eV
* HOMO-LUMO gap (spin up / spin down): 4.21 / 4.20 eV
* largest force on an atom: 4.75 eV/A

A structure of composition C17H24F5O2PdSe2. Source: OMol25; level of theory: ωB97M-V with the def2-TZVPD basis set.

The geometry in ORCA input format:
```
! RIJCOSX wB97M-V def2-TZVPD def2/J DEFGRID3
* xyz 1 1
Pd -0.27622 0.75587 -0.60457
C -1.36070 2.44025 2.53938
C 0.10162 2.07644 2.80147
C 0.83736 3.22960 3.49176
C 0.82939 1.68998 1.53305
C 1.42731 0.42916 1.37471
C 2.19162 0.12053 0.25117
C 2.41141 1.06286 -0.76716
C 3.26405 0.74477 -1.95230
C 1.75530 2.29052 -0.65079
C 0.97636 2.60085 0.47888
H -1.82612 2.79930 3.45681
H -1.93171 1.58006 2.18904
H -1.44368 3.23627 1.79646
H 0.13138 1.20708 3.46261
H 0.39455 3.41687 4.46938
H 0.75813 4.15096 2.91090
H 1.89517 3.00610 3.63585
H 1.29025 -0.31702 2.14812
H 2.64765 -0.85924 0.17361
H 2.67140 0.20889 -2.70045
H 4.10014 0.10607 -1.67078
H 3.65204 1.65107 -2.41319
H 1.88101 3.03109 -1.42874
H 0.50942 3.57476 0.54907
O -1.81704 -5.16702 0.12896
C -1.12539 -4.58160 -0.96536
C -0.81981 -3.11446 -0.62809
C -0.07723 -3.03105 0.71806
O -0.90662 -3.17244 1.84110
C -2.13113 -2.33985 -0.60949
Se -2.06655 -0.58918 0.22614
C 0.13494 -2.60738 -1.72693
Se -0.10052 -0.79122 -2.41102
H -2.04411 -6.07927 -0.07652
H -1.72877 -4.62965 -1.87885
H -0.18169 -5.10751 -1.15086
H 0.38061 -2.04480 0.80560
H 0.73652 -3.76917 0.70577
H -1.30943 -4.04892 1.79699
H -2.84924 -2.84081 0.04489
H -2.56393 -2.25689 -1.60406
H -0.03575 -3.16353 -2.65365
H 1.17357 -2.75441 -1.43414
F -2.33804 2.50270 -0.77432
C -1.62745 1.82854 -1.68976
F -2.45211 1.11949 -2.44448
C -0.93483 2.86997 -2.61932
F -1.83387 3.39280 -3.43505
F 0.02341 2.28967 -3.34332
F -0.39264 3.85288 -1.89656
*
```

* DFT total energy: -169866.6255 eV
* E_LUMO (spin up / spin down): -5.2 / -5.2 eV
* E_HOMO (spin up / spin down): -0.4330 / -0.4330 Ha
* energy above the lowest of the compared OMol25 structures with the same formula, charge and spin: 0.216 eV
* HOMO-LUMO gap (spin up / spin down): 6.57 / 6.57 eV
* largest force on an atom: 0.69 eV/A

| no. | molar mass (g/mol) |
| --- | --- |
| 1 | 618.55 |
| 2 | 715.86 |
| 3 | 778.93 |
| 4 | 503.50 |
| 5 | 619.71 |